1.
ORCA calculation (ωB97M-V with the def2-TZVPD basis set) on a molecular structure, C30H22Cl3FN6O10PtS.

Values from the calculation:
LUMO level (spin up / spin down) = 2.94 / 2.97 eV
HOMO (spin up / spin down) = -3.771 / -3.710 eV
HOMO-LUMO gap (spin up / spin down) = 6.71 / 6.68 eV
Energy relative to the best compared isomer or geometry (same formula, charge and spin) = 51.4 kcal/mol

The geometry in ORCA input format:
```
! wB97M-V def2-TZVPD RIJCOSX def2/J DEFGRID3
* xyz -2 1
C 0.37 -4.98 0.37
C 1.15 1.79 4.45
H 1.22 -1.46 3.01
C 1.86 -3.24 -0.64
C -2.35 2.74 -2.28
H -4.10 -4.38 3.88
C -0.63 -4.53 -0.58
F -1.82 -5.16 -0.57
C -0.35 1.90 2.52
O -1.76 -4.64 9.42
H -2.09 -1.93 0.63
H 1.81 -2.66 -3.34
C 0.26 2.45 5.24
C -2.17 -4.07 4.80
C -2.21 -2.98 2.51
C -4.43 2.60 -0.46
C -2.29 1.75 -1.27
H -3.66 4.15 5.92
O -0.77 1.69 1.33
C 0.24 -1.90 2.89
O 0.31 -4.55 8.13
H -3.38 4.40 -3.13
S -0.94 -5.24 8.39
H 0.45 2.63 6.29
H 0.27 -2.93 4.79
C -1.25 2.62 3.35
Cl -1.07 2.84 -3.42
N 1.52 -4.20 0.30
C -1.93 -4.98 6.88
C 1.15 -2.10 -2.68
C 3.31 0.65 2.91
O 2.97 -2.77 -0.71
C 1.96 0.90 2.31
N -1.41 -4.29 5.88
H -5.24 4.29 -1.48
H 3.67 1.50 3.49
C -0.96 2.88 4.66
H -3.10 4.60 4.29
N -0.41 -1.60 1.76
C -1.60 -2.16 1.57
H 4.00 0.42 2.11
C -4.43 3.58 -1.43
C -0.38 -3.54 -1.44
C -3.10 3.81 5.05
H -3.18 -3.39 2.29
H -3.57 2.91 4.64
C -0.28 -2.71 3.89
C -3.46 -4.55 4.73
H 3.27 -0.22 3.58
H 2.07 1.44 4.89
O 1.86 0.51 1.12
H -5.24 2.51 0.25
H 2.26 -4.44 0.95
Cl -2.12 -0.93 -2.13
H -2.18 2.92 2.89
H -1.14 -3.18 -2.11
N 0.84 -2.91 -1.51
O -1.79 3.54 5.51
C 0.91 1.51 3.07
O 2.61 -0.41 -3.34
O -0.83 -6.69 8.46
C -1.55 -3.25 3.71
O 1.45 0.02 -1.52
Pt 0.19 0.61 -0.05
H 0.20 -1.91 -3.18
O 0.27 -5.92 1.14
Cl -3.47 0.45 0.81
H -4.91 -5.69 5.84
N -3.17 -5.50 6.90
C 1.81 -0.73 -2.48
C -3.91 -5.28 5.83
C -3.38 1.70 -0.38
C -3.39 3.65 -2.35
N -1.20 0.91 -1.29
*
```

Mulliken charges in e: C 0.321; C -0.975; H 0.585; C 0.313; C 0.742; H 0.379; C 0.135; F -0.421; C 0.498; O -0.701; H 0.876; H 0.290; C -1.129; C 0.337; C -1.137; C -0.841; C -1.017; H 0.238; O -0.992; C -0.965; O -0.679; H 0.405; S 1.206; H 0.416; H 0.715; C -0.544; Cl -0.196; N 0.033; C 0.048; C -0.548; C -1.652; O -0.668; C 1.248; N -0.312; H 0.346; H 0.469; C 1.167; H 0.314; N 0.680; C -1.248; H 0.337; C -0.289; C -0.148; C -0.807; H 0.243; H 0.345; C -0.684; C -0.627; H 0.350; H 0.396; O -0.833; H 0.448; H 0.241; Cl -0.396; H 0.501; H 0.552; N 0.297; O -0.468; C -0.001; O -0.780; O -0.703; C 1.328; O -0.547; Pt 1.563; H 0.391; O -0.678; Cl -0.110; H 0.392; N -0.538; C 0.374; C -0.322; C 1.202; C -0.600; N -0.162

---

2.
ORCA calculation (ωB97M-V with the def2-TZVPD basis set) on a molecular structure, C30H22ClCoN4S3.

Values from the calculation:
LUMO level = 3.65 eV
HOMO = -1.090 eV
HOMO-LUMO gap = 4.74 eV

The geometry in ORCA input format:
```
! wB97M-V def2-TZVPD RIJCOSX def2/J DEFGRID3
* xyz -2 1
C -2.82 3.17 0.82
C -1.22 1.46 -3.84
C 0.47 0.79 -2.20
H 0.80 -4.61 2.54
C -0.54 3.51 1.54
S 4.27 1.35 1.10
C -1.17 -1.04 -0.44
N 2.28 -1.50 4.95
H 2.85 -4.48 0.72
C -0.52 0.78 -4.83
H -0.10 -2.82 -1.01
H -1.37 -1.39 2.15
C 2.46 -0.83 4.03
H -0.11 5.47 2.24
H 3.72 -2.71 -0.91
C 2.07 -2.46 0.38
C -3.35 -2.22 -1.82
C -2.18 5.30 1.65
H -4.49 -0.50 -1.21
C 2.61 0.04 2.90
C -1.54 2.67 1.03
H 1.04 1.83 -0.43
H 1.21 -0.37 -5.33
Cl -1.15 0.76 -6.47
C 1.05 -3.79 1.88
C -1.04 -2.29 -1.07
N 1.03 -1.76 0.92
N -1.38 1.34 0.65
C -3.16 4.48 1.13
C -0.88 4.81 1.84
C -0.71 1.46 -2.55
C -2.46 0.86 0.11
H 2.09 -0.33 -3.03
H -2.14 1.98 -4.08
H 2.02 0.43 -0.76
C 1.00 0.80 -0.81
S 1.15 0.91 2.42
C 2.98 -1.94 -0.68
H -1.25 2.02 -1.79
H -2.41 6.33 1.91
C -3.52 -1.01 -1.18
N 5.86 -1.02 3.40
C 2.11 -3.72 0.95
C -0.72 -2.09 2.69
H -4.18 -2.68 -2.35
C -2.11 -2.85 -1.76
H 2.43 -1.73 -1.60
Co 0.09 -0.10 0.67
C 3.85 0.28 2.37
H 0.46 3.12 1.69
H -1.97 -3.81 -2.26
C 1.15 0.15 -3.24
H -0.36 -1.56 3.58
C 0.66 0.14 -4.54
C 0.42 -2.57 1.84
H -1.34 -2.93 3.00
C 4.96 -0.46 2.96
C -2.44 -0.45 -0.51
S -3.82 1.95 0.08
H 3.51 -1.04 -0.37
H -4.17 4.86 0.96
*
```

Mulliken charges in e: C 0.974; C -1.104; C -0.154; H 0.428; C -0.338; S -0.435; C 0.281; N -0.711; H 0.456; C 0.473; H 0.308; H 0.029; C -0.118; H 0.406; H 0.486; C -0.240; C -0.831; C -0.380; H 0.379; C 0.356; C -0.496; H 0.363; H 0.409; Cl -0.290; C -1.235; C 0.659; N 2.115; N 0.568; C -0.690; C -1.093; C 0.284; C 0.317; H 0.410; H 0.416; H 0.641; C -0.738; S -0.585; C -1.004; H 0.449; H 0.363; C -0.881; N -0.631; C -0.652; C -1.284; H 0.365; C -0.782; H -0.206; Co -1.825; C 0.499; H 0.391; H 0.420; C -0.146; H 0.178; C -1.026; C 0.765; H 0.392; C -0.014; C 1.307; S -0.443; H 0.074; H 0.371

---

3.
ORCA calculation (ωB97M-V with the def2-TZVPD basis set) on a molecular structure, C30H22CoN5.

Values from the calculation:
LUMO level (spin up / spin down) = -3.74 / -3.73 eV
HOMO (spin up / spin down) = -9.901 / -9.923 eV
HOMO-LUMO gap (spin up / spin down) = 6.16 / 6.19 eV
Energy relative to the best compared isomer or geometry (same formula, charge and spin) = 0.0 kcal/mol
<S²> = 0.76

The geometry in ORCA input format:
```
! wB97M-V def2-TZVPD RIJCOSX def2/J DEFGRID3
* xyz 1 2
C 0.26 -0.18 2.64
H -1.44 -3.34 -0.47
C -0.89 1.01 -2.74
C -1.33 -1.56 4.42
H 0.10 1.36 -2.99
H 1.40 4.99 -2.15
H -5.41 -0.67 -2.41
H -0.11 -3.66 1.58
N 1.01 0.53 1.74
C -4.73 -1.00 -0.42
C 1.43 -1.83 -1.45
N -1.11 0.64 -1.50
C -3.37 -0.01 -2.10
H 2.22 -2.84 1.69
C 0.33 -3.15 0.73
H 0.10 3.49 -0.66
C 1.63 -2.68 0.80
C 2.10 -0.17 4.20
H 2.86 0.46 -1.06
N 4.29 4.99 -4.13
H -0.45 -2.19 -2.42
C -2.47 -0.34 0.19
C -1.84 -1.20 3.14
H 3.22 -1.71 -0.26
C -0.42 -2.97 -0.42
H -2.85 -1.48 2.93
H 4.28 1.83 -2.58
Co 0.09 0.69 0.03
H -5.67 -1.45 -0.10
H 0.32 -1.55 5.77
C -3.68 -0.90 0.53
C 2.93 3.51 -2.50
C 1.75 3.99 -1.94
H -3.89 0.37 -4.16
C -2.33 0.11 -1.16
C -4.60 -0.57 -1.70
C 2.56 1.46 -1.34
H 2.53 -0.45 5.15
C 3.69 4.34 -3.40
H -1.64 1.25 -4.75
C -0.06 -1.26 4.80
H -3.88 -1.26 1.52
H -1.98 -2.09 5.10
N -1.33 -0.14 0.93
C 0.13 -2.31 -1.51
C 2.83 0.55 3.29
C -1.06 -0.54 2.23
C 3.35 2.23 -2.18
C 1.02 3.15 -1.12
H 2.78 1.48 1.34
C 2.19 -2.02 -0.30
C -3.11 0.43 -3.42
H 1.88 -1.37 -2.32
H 3.84 0.86 3.50
N 1.40 1.90 -0.83
C 2.24 0.88 2.06
C 0.77 -0.55 3.90
C -1.87 0.92 -3.74
*
```

Mulliken charges in e: C -0.260; H 0.479; C 0.177; C -1.242; H 0.347; H 0.539; H 0.444; H 0.434; N 0.364; C -1.266; C -0.580; N 0.634; C 0.806; H 0.471; C -0.394; H 0.463; C -0.381; C -0.713; H 0.296; N -0.392; H 0.503; C 0.826; C -0.353; H 0.488; C -0.635; H 0.359; H 0.522; Co -0.688; H 0.411; H 0.445; C -0.348; C 0.617; C -0.564; H 0.475; C -0.094; C -0.887; C 0.070; H 0.466; C -0.321; H 0.458; C -0.942; H 0.439; H 0.418; N 0.223; C -0.228; C -1.038; C 1.010; C -0.854; C -0.611; H 0.393; C -0.567; C -0.654; H 0.512; H 0.446; N 0.197; C 0.230; C 1.065; C -1.014

---

4.
ORCA calculation (ωB97M-V with the def2-TZVPD basis set) on a molecular structure, C30H22HfNOP.

Values from the calculation:
LUMO level = -7.19 eV
HOMO = -14.208 eV
HOMO-LUMO gap = 7.02 eV
Energy relative to the best compared isomer or geometry (same formula, charge and spin) = 0.0 kcal/mol

The geometry in ORCA input format:
```
! wB97M-V def2-TZVPD RIJCOSX def2/J DEFGRID3
* xyz 2 1
C -1.17 5.26 -4.03
C -1.39 -2.07 0.74
H -2.27 1.62 -4.75
C 1.67 1.62 -4.43
C 0.14 1.64 1.85
C -2.44 3.67 -5.33
C -0.82 0.02 3.82
H -3.11 1.31 -1.58
C 1.19 1.10 -3.25
C 3.72 0.36 -4.18
H -2.87 -5.12 1.08
C -1.63 -1.59 2.05
H -0.04 4.44 -2.40
H 3.86 -0.88 -2.41
C -1.84 -3.35 0.43
H -3.39 -4.20 3.31
H 0.50 2.24 1.03
C -2.81 0.35 -1.98
H -0.87 6.28 -3.83
P -0.38 1.62 -2.45
H -4.63 -0.64 -1.39
H 1.07 2.33 -4.99
C -0.15 1.19 4.16
Hf -0.65 -0.38 -0.47
H -2.41 5.78 -5.70
C -3.66 -0.75 -1.88
C -1.01 -0.31 2.49
H -1.65 -3.77 -0.56
C -1.57 0.22 -2.65
H -3.94 -2.84 -2.30
C -3.28 -1.99 -2.39
C -2.82 -3.61 2.61
H -0.23 -1.15 -3.63
C -1.97 2.63 -4.54
C -1.10 2.92 -3.48
C -2.54 -4.12 1.35
C -2.05 -2.13 -3.02
H -1.16 -0.64 4.60
H 0.88 2.92 3.38
C 2.93 1.24 -4.89
H 0.00 1.44 5.20
C 1.34 -0.33 -1.35
C -0.71 4.23 -3.22
H -1.75 -3.09 -3.40
N -0.54 0.52 1.52
H -3.11 3.46 -6.15
C -2.04 4.98 -5.07
C -1.19 -1.03 -3.14
H 4.70 0.08 -4.55
H -2.59 -1.97 3.95
C 2.00 0.19 -2.52
C 0.34 2.02 3.15
H 3.30 1.66 -5.82
C -2.36 -2.35 2.96
C 3.26 -0.18 -2.98
O 1.65 -0.99 -0.37
*
```

Mulliken charges in e: C -0.758; C 0.326; H 0.456; C -0.483; C 0.099; C -0.777; C -1.085; H 0.532; C 0.546; C -0.632; H 0.430; C 0.601; H 0.380; H 0.536; C -0.350; H 0.417; H 0.433; C -0.403; H 0.428; P 1.021; H 0.481; H 0.459; C -0.372; Hf 0.893; H 0.424; C -0.670; C 1.390; H 0.541; C -0.339; H 0.483; C -0.485; C -0.824; H 0.527; C -0.066; C 0.008; C -0.806; C -0.705; H 0.358; H 0.439; C -0.701; H 0.460; C 0.742; C -0.217; H 0.522; N -0.438; H 0.430; C -0.461; C 0.033; H 0.443; H 0.380; C 0.108; C -0.859; H 0.445; C -1.076; C -0.726; O -0.543

---

5.
ORCA calculation (ωB97M-V with the def2-TZVPD basis set) on a molecular structure, C30H22N8O3ReS2.

Values from the calculation:
LUMO level = -3.66 eV
HOMO = -9.778 eV
HOMO-LUMO gap = 6.12 eV
Energy relative to the best compared isomer or geometry (same formula, charge and spin) = 14.8 kcal/mol

The geometry in ORCA input format:
```
! wB97M-V def2-TZVPD RIJCOSX def2/J DEFGRID3
* xyz 1 1
C -0.86 -4.68 4.53
C -2.29 3.47 -3.77
C -2.05 -4.29 3.94
H -4.64 2.80 0.17
C 4.17 0.40 1.91
N -0.88 -0.87 -0.66
S 0.02 2.41 1.81
H -2.06 -3.80 0.49
C 4.16 -1.96 0.52
N 0.39 1.79 4.36
C 0.10 1.29 3.15
N -1.56 1.74 -0.60
N -0.40 -0.37 1.78
C -0.15 2.26 -2.44
C 5.24 -0.44 2.03
H -0.85 -5.48 5.26
C 3.08 -1.06 0.39
O 2.11 0.92 1.07
H 4.11 -2.88 -0.03
H -2.67 -4.05 -1.89
H 3.37 2.03 -3.81
N -1.03 3.85 -5.78
H 1.25 -4.32 4.66
H 1.23 -2.49 3.00
C -1.21 -1.02 -1.96
C 2.05 1.64 -2.18
S 1.73 -1.28 -0.62
O -2.07 3.95 -6.38
O 0.06 4.15 -6.22
C 2.35 2.11 -3.45
C -2.69 1.93 0.08
C -3.76 2.66 -0.44
H 6.05 -2.34 1.41
C -3.68 3.17 -1.72
N 0.82 1.69 -1.67
H -3.11 3.94 -4.31
H 2.81 1.20 -1.54
H 4.07 1.35 2.41
H -2.98 -4.80 4.19
H -2.74 1.48 1.06
C 1.37 2.68 -4.23
C -0.85 -1.59 1.60
C -1.21 -1.85 0.22
C 0.07 2.78 -3.72
H -2.09 -2.20 -3.49
C -1.44 2.32 -1.82
C -1.86 -2.13 -2.44
H -4.50 3.71 -2.16
H -0.92 -0.21 -2.62
N -0.14 0.01 3.07
H 0.44 2.79 4.50
C -1.09 3.35 -4.38
C 5.22 -1.65 1.33
H 1.61 3.06 -5.21
C -2.17 -3.15 -1.54
C -2.07 -3.27 3.01
H 0.36 1.18 5.16
C 0.32 -4.02 4.20
Re 0.16 0.76 0.13
H -3.01 -2.95 2.57
C -2.49 2.99 -2.44
C -1.84 -3.02 -0.22
N 3.13 0.07 1.11
C 0.31 -3.00 3.27
H 6.06 -0.16 2.67
C -0.89 -2.62 2.66
*
```

Mulliken charges in e: C -0.451; C -0.693; C -0.748; H 0.431; C -0.352; N 0.152; S -0.688; H 0.621; C -0.941; N -0.436; C 0.773; N 0.533; N 1.515; C 0.252; C -0.749; H 0.405; C 0.792; O -0.679; H 0.447; H 0.449; H 0.458; N 0.957; H 0.412; H 0.410; C -0.025; C 0.058; S -0.239; O -0.575; O -0.590; C -1.039; C -0.142; C -1.069; H 0.422; C -0.624; N -0.134; H 0.571; H 0.344; H 0.462; H 0.388; H 0.510; C -0.560; C 0.822; C 0.610; C 0.730; H 0.483; C -0.240; C -1.018; H 0.498; H 0.421; N -1.754; H 0.223; C -0.133; C -0.250; H 0.585; C -0.787; C -0.223; H 0.236; C -0.799; Re 0.451; H 0.548; C 0.637; C -0.861; N 0.419; C -0.157; H 0.432; C -0.502

---

6.
ORCA calculation (ωB97M-V with the def2-TZVPD basis set) on a molecular structure, C30H23ClI2N4O5SW.

Values from the calculation:
LUMO level (spin up / spin down) = -0.56 / -0.62 eV
HOMO (spin up / spin down) = -5.901 / -7.216 eV
HOMO-LUMO gap (spin up / spin down) = 5.34 / 6.59 eV
Energy relative to the best compared isomer or geometry (same formula, charge and spin) = 16.2 kcal/mol
<S²> = 2.02

The geometry in ORCA input format:
```
! wB97M-V def2-TZVPD RIJCOSX def2/J DEFGRID3
* xyz 0 3
C -1.42 -4.11 4.21
N -2.14 0.81 -0.42
H -2.31 -1.21 -6.50
H 1.16 0.35 3.15
H -1.41 -2.14 -4.40
H -0.45 3.57 -0.60
C 3.13 -0.42 -0.99
C -2.01 -0.55 -5.70
C -1.20 1.15 -3.64
Cl -2.02 -5.30 5.31
C -4.31 1.31 -0.60
C -0.42 3.38 0.47
C -1.09 -0.25 -3.47
C 3.75 -0.82 -2.20
H -0.17 -5.51 3.18
O 2.07 0.39 -1.03
H -1.82 2.74 -4.91
C 5.42 -2.01 -1.01
N -4.16 0.00 -0.20
H -1.72 -0.83 3.47
H 2.64 -1.24 2.02
C -1.85 -2.79 4.31
O 0.70 -1.41 0.43
H 2.30 1.69 3.32
S -0.51 -1.10 -2.05
H 5.33 -1.92 1.11
H -5.27 1.75 -0.78
C -1.40 -1.86 3.41
C -2.85 -0.26 -0.10
C 4.87 -1.62 0.18
H -4.89 -0.66 -0.02
C -0.09 -1.24 1.43
H -2.74 2.77 -1.05
H 0.06 2.76 4.18
C -1.74 1.66 -4.83
O -1.12 3.31 -2.68
H -2.54 1.25 -6.77
H -1.60 4.47 3.44
C 4.88 -1.61 -2.22
H 0.66 -3.82 1.55
H 2.76 1.49 1.01
H 5.33 -1.89 -3.16
C -2.14 0.83 -5.85
N 0.35 2.32 0.84
C -0.50 -2.22 2.39
C 0.55 2.18 2.19
C 3.73 -0.83 0.22
O -0.57 -0.02 1.43
C -0.51 -4.48 3.23
C -0.13 2.94 3.13
C -0.04 -3.55 2.33
O 0.12 1.74 -1.75
C -1.12 4.16 1.35
H -2.54 -2.51 5.10
H 4.02 -0.16 2.24
C 1.61 1.20 2.63
C -1.51 -1.07 -4.53
I 2.92 -0.04 -3.96
H -1.75 4.96 0.98
C -1.02 3.90 2.72
C -0.75 2.15 -2.65
C 3.18 -0.41 1.57
W 0.30 0.50 -0.31
I 7.19 -3.15 -1.02
C -3.05 1.79 -0.73
H -2.46 -1.22 0.17
N 2.27 0.71 1.43
*
```

Mulliken charges in e: C 0.427; N 0.423; H 0.391; H 0.254; H 0.463; H 1.020; C 0.135; C -0.601; C 0.426; Cl -0.203; C -0.873; C -0.753; C 1.228; C -0.412; H 0.427; O -0.194; H 0.459; C -0.287; N -0.038; H 0.475; H 0.291; C -0.904; O -0.856; H 0.666; S -0.586; H 0.433; H 0.424; C -0.176; C -0.854; C -0.867; H 0.241; C 0.382; H 0.452; H 0.476; C -0.852; O -0.719; H 0.399; H 0.447; C -0.371; H 0.521; H 0.378; H 0.397; C -0.607; N -0.019; C 0.339; C 1.129; C 0.814; O -0.748; C -0.853; C -1.084; C -0.348; O -0.499; C -0.754; H 0.425; H 0.634; C -1.201; C -0.928; I 0.051; H 0.480; C -0.537; C 0.101; C -1.175; W 2.842; I 0.034; C -0.610; H 0.587; N -0.161

---

Going through the records in order, we get max |F| values of 1.7, 0.2, 0.4, 1.5, 2.7, 3.7 eV/A.